Model P:
DFT (ωB97M-V/def2-TZVPD) results for 2 unconnected molecules or ions with the total composition C2H3IO.

- HOMO (spin up / spin down): -9.7 / -8.1 eV
- Lowest unoccupied orbital energy (spin up / spin down): 0.3 / -2.6 eV

Structure (ORCA input):
```
! wB97M-V def2-TZVPD RIJCOSX def2/J DEFGRID3
* xyz 0 1
I 3.7943 -0.0193 -0.0175
H -0.0226 -0.5650 1.2830
H -0.5121 1.3707 -1.2135
H 0.8333 -1.0283 -0.2793
O 1.0249 1.0146 0.2937
C -0.1405 0.9395 -0.3133
C 0.3370 -0.2607 0.3093
*
```



Model Q:
DFT (ωB97M-V/def2-TZVPD) results for a molecular structure, C2H3IO.

- HOMO (spin up / spin down): -9.4 / -9.4 eV
- Lowest unoccupied orbital energy (spin up / spin down): -1.4 / -1.4 eV

Structure (ORCA input):
```
! wB97M-V def2-TZVPD RIJCOSX def2/J DEFGRID3
* xyz 0 1
I -2.5043 -0.5485 0.0930
O -0.6511 1.9648 -0.6099
C 0.6726 -0.3557 0.1450
H 1.1128 -0.5401 -0.8975
H 0.6246 -1.1632 0.7364
C -0.6449 0.2636 -0.0239
H 1.3904 0.3792 0.5569
*
```



Sorted by energy, starting with the most stable: model P, model Q.



Model P:
DFT (ωB97M-V/def2-TZVPD) results for 4 unconnected molecules or ions with the total composition CH12N2O3.

- HOMO: -9.6 eV
- Lowest unoccupied orbital energy: 0.5 eV

Structure (ORCA input):
```
! wB97M-V def2-TZVPD RIJCOSX def2/J DEFGRID3
* xyz 0 1
N -2.4237 -0.0893 -0.5349
O 2.3693 -0.2946 4.2797
H -0.0905 -3.8710 0.8220
H 1.8377 3.4180 -1.6561
H -0.9280 -1.6475 -2.1516
C -1.2091 0.1970 -1.3082
H 0.7800 -2.6438 0.5978
H -0.2959 0.0834 -0.7135
H -1.8884 -0.6701 -3.0020
N -1.0318 -0.6878 -2.4655
H 1.4733 -0.1799 4.6242
H -2.8615 0.7836 -0.2617
O 2.1632 4.2730 -1.9531
H 2.3942 4.7423 -1.1334
H 2.7319 -0.9380 4.9016
H -2.1793 -0.4797 0.3724
H -1.2460 1.1959 -1.7125
O 0.4046 -3.1918 1.2949
*
```



Model Q:
DFT (ωB97M-V/def2-TZVPD) results for 4 unconnected molecules or ions with the total composition CH12N2O3.

- HOMO: -9.3 eV
- Lowest unoccupied orbital energy: 0.5 eV

Structure (ORCA input):
```
! wB97M-V def2-TZVPD RIJCOSX def2/J DEFGRID3
* xyz 0 1
H -2.2741 -0.8031 0.2438
H -0.2258 0.1603 -0.8056
N -2.3466 -0.1531 -0.5162
H -2.9335 0.6399 -0.4134
H -1.8300 -0.5544 -3.1169
H 2.2029 -0.5816 5.0031
H 1.3641 0.2338 3.8992
H -1.3644 -1.7518 -2.2989
H 2.4785 4.1256 -2.1705
H 0.0372 -3.9154 1.2590
N -1.0520 -0.8018 -2.5220
C -1.1881 0.0530 -1.3177
O 1.5651 4.1237 -1.8405
O 2.1715 -0.1971 4.1254
O 0.3866 -3.0527 1.3671
H 1.5088 3.4473 -1.1717
H -0.2005 -2.4942 0.8594
H -1.2011 1.0364 -1.8140
*
```



Sorted by energy, starting with the most stable: model P, model Q.



Model P:
DFT (ωB97M-V/def2-TZVPD) results for 2 unconnected molecules or ions with the total composition C9H13N4OP.

- HOMO (spin up / spin down): -8.4 / -8.4 eV
- Lowest unoccupied orbital energy (spin up / spin down): -0.3 / -0.3 eV

Structure (ORCA input):
```
! wB97M-V def2-TZVPD RIJCOSX def2/J DEFGRID3
* xyz 0 1
N 0.5362 -1.4645 -1.0585
H 2.4871 3.0106 -2.1498
H -1.5474 1.4500 3.1492
H 2.6851 -1.8489 -3.9577
H -0.3472 -2.9848 1.3656
C 1.8679 2.2888 -1.5703
C -0.6541 1.9397 2.7311
N -1.0782 -0.9632 1.0121
H -1.1112 1.8858 -0.7368
C -0.0833 -2.4722 -0.6473
H -0.7105 3.0531 2.3530
N 0.7568 0.9199 -0.2855
H -0.2379 -3.3960 -1.1764
C 1.8890 -1.8337 -3.1733
O 1.5481 -0.7868 1.5828
H 2.8737 0.6410 -0.4149
N 0.5878 2.6114 -1.6679
H -3.2337 -0.5912 1.3635
C -0.0806 1.7665 -0.9181
H -2.0691 -2.6786 0.5272
H 0.2185 1.9483 3.3053
C -2.4059 -0.2323 0.7913
C 2.0180 1.2489 -0.7057
H -2.6637 -0.3119 -0.2000
H -1.9847 0.7260 0.8684
P 0.3473 -0.0596 1.1421
C 1.3570 -1.5161 -2.1143
C -0.9648 -2.3503 0.5851
*
```



Model Q:
DFT (ωB97M-V/def2-TZVPD) results for 2 unconnected molecules or ions with the total composition C9H13N4OP.

- HOMO (spin up / spin down): -9.1 / -9.1 eV
- Lowest unoccupied orbital energy (spin up / spin down): -2.7 / -0.4 eV

Structure (ORCA input):
```
! wB97M-V def2-TZVPD RIJCOSX def2/J DEFGRID3
* xyz 0 1
H -0.2202 -1.4067 -1.2507
C -3.1492 -2.5078 -1.5378
C 2.4241 0.4484 1.2767
C 4.4017 2.3590 -0.9118
H 4.7969 3.1125 -1.4583
H 0.3809 1.1402 -0.6027
H 1.5992 -1.2978 -1.0340
H -3.3489 -1.6538 -0.8978
H -3.3187 0.9278 1.0558
H -3.3372 3.1748 -0.5225
H 2.3812 -1.7055 1.4372
C -0.6673 1.3787 -0.5816
H 1.3002 -0.6157 2.6524
C 3.6906 1.4545 -0.4345
H 2.1912 1.4037 1.8253
C 1.6998 -0.8711 1.6010
P -0.9871 -0.7543 1.3086
N -1.4028 0.5434 0.2108
H -3.8339 -3.1326 -2.1152
O -0.9225 -0.1205 2.6844
C -2.5254 2.2898 -0.4389
N 0.5730 -0.9689 0.7226
H -2.1629 -2.7775 -1.7596
C -2.6346 1.1065 0.2372
N -1.2945 2.4037 -0.9685
N 3.1417 0.4932 0.2014
H 0.6313 -2.7933 -0.1956
C 0.5933 -1.6307 -0.5038
*
```



Sorted by energy, starting with the most stable: model P, model Q.



Model P:
DFT (ωB97M-V/def2-TZVPD) results for a molecular structure, C6H12O2Rb.

- HOMO: -12.9 eV
- Lowest unoccupied orbital energy: -3.3 eV

Structure (ORCA input):
```
! wB97M-V def2-TZVPD RIJCOSX def2/J DEFGRID3
* xyz 1 1
H 28.6525 1.6348 23.3288
C 29.1707 0.7475 22.9821
H 28.1294 -0.1872 16.8537
O 27.3117 0.1051 21.6605
C 25.2916 1.7921 16.5784
H 26.7247 -0.8140 16.0206
C 26.3053 0.9130 17.2387
C 29.4131 -0.3149 20.6371
C 28.5241 0.1853 21.7398
H 28.8092 -0.5720 19.7704
H 29.9666 -1.1900 20.9806
H 24.4828 1.2376 16.1030
C 27.2196 0.1099 16.3361
H 27.4896 0.6444 15.4266
Rb 24.7533 -0.5798 20.4338
H 24.9007 2.5439 17.2614
H 25.8009 2.3446 15.7825
O 26.4364 0.8541 18.4506
H 30.1332 0.4613 20.3740
H 30.2309 0.9041 22.7769
H 29.1410 -0.0122 23.7663
*
```



Model Q:
DFT (ωB97M-V/def2-TZVPD) results for a molecular structure, C6H12O2Rb.

- HOMO: -12.0 eV
- Lowest unoccupied orbital energy: -4.0 eV

Structure (ORCA input):
```
! wB97M-V def2-TZVPD RIJCOSX def2/J DEFGRID3
* xyz 1 1
H -3.8459 2.7861 -2.1561
H -3.8079 1.5041 -3.3162
C 4.1701 -0.6411 2.3536
H 1.7078 -1.9412 0.2999
C 2.8358 -0.8298 1.7036
Rb -0.1711 4.0492 2.7762
H -5.1419 1.5404 -2.2335
O 1.9007 -0.1036 1.9107
C -2.5335 -0.2806 -1.7408
O -2.9069 1.5639 -0.1958
C -3.1482 1.0738 -1.2648
C -4.0690 1.7266 -2.2816
H 5.0143 -0.6853 1.6654
H 4.2206 0.4083 2.6440
H 3.4609 -2.2177 0.0949
C 2.6530 -2.1039 0.8178
H 4.2934 -1.2890 3.2214
H 2.5658 -3.0243 1.3950
H -2.2945 -0.0476 -2.7785
H -1.6546 -0.3879 -1.1052
H -3.2488 -1.1002 -1.8100
*
```



Sorted by energy, starting with the most stable: model P, model Q.



Model P:
DFT (ωB97M-V/def2-TZVPD) results for 7 unconnected molecules or ions with the total composition C28H77N7O7.

- HOMO: -9.0 eV
- Lowest unoccupied orbital energy: 0.3 eV

Structure (ORCA input):
```
! wB97M-V def2-TZVPD RIJCOSX def2/J DEFGRID3
* xyz 0 1
H 8.3056 0.2182 0.8803
H 8.8317 1.9162 1.3084
C -1.1389 0.1018 -0.1290
H 6.2531 2.1089 4.5098
O -0.0466 0.9853 -0.2040
H -2.3717 -1.6723 2.4107
C -3.7645 -0.9976 -5.4802
H 3.5654 1.2935 -2.4696
H 4.4445 1.9110 4.6131
H -8.0630 0.7662 -1.9595
C -0.6896 -1.0621 -2.3285
C -4.5606 0.2691 -5.3163
H 5.1584 -2.2976 3.7010
O 5.1670 -1.8135 1.6920
O -4.6401 1.1478 -6.4474
C -3.2131 -4.0984 1.2478
C 5.2630 -1.4273 3.0474
H -2.7267 -0.7512 -5.7029
H -6.0788 -0.0289 1.5200
H 3.8573 -4.3269 -0.8905
H -1.5151 1.3427 -2.5958
C 5.7412 1.1532 0.1261
H 6.2918 -1.0840 3.1961
N 4.0603 -3.8668 -0.0130
H -3.2832 -6.7035 0.3343
H 0.8133 0.0955 1.4256
H 3.3531 2.8334 2.5578
C -5.4378 2.2727 -6.0738
C -6.7690 0.7328 -0.3308
C 8.0027 1.2407 1.0946
H 6.0181 5.3410 4.5047
H 3.8819 4.5754 3.1142
H -6.1456 2.5742 -1.0985
H -7.7133 -0.7065 -1.4498
H -3.6694 -0.8575 1.4351
H 1.5921 1.6497 0.8342
C -4.0607 3.1463 0.5056
H -4.2436 -1.4513 -7.4723
H -5.1038 2.6990 -5.1274
H 4.6150 -0.5652 3.2261
H -6.4547 1.8691 -6.0087
H -5.5907 0.1413 -4.9576
H 7.4943 1.1465 2.0638
H 6.0119 3.7259 0.0748
H 4.5042 -1.9674 -0.7398
H -4.5324 -3.5042 -0.7024
C 5.2770 2.5825 4.3790
H -5.3017 -4.5504 1.2239
O 5.3321 3.0948 3.0670
H -5.5093 -2.0648 -6.4480
N -7.3099 0.2118 -1.5714
O 4.9993 1.6569 -1.0219
N -2.3100 0.8031 -2.2654
H -5.5902 -0.9861 0.1137
H 4.6501 2.3339 7.0245
C 6.2717 4.7367 5.3740
H 2.9626 1.2266 -0.9173
H 6.4787 3.2833 1.4924
H 6.0009 0.0885 0.1042
H -4.0708 3.8212 -0.3682
H 4.2526 3.8008 1.5405
N -3.6942 -1.7737 -4.2168
H 5.1267 1.2239 1.0290
C -1.7202 -0.3020 -1.4929
H -3.9729 -2.9546 -6.6281
O -5.1565 2.3008 0.6453
H 0.2860 -0.5705 -2.3016
H 7.4955 2.0265 -0.8545
C 7.0411 1.9465 0.1347
H 1.5960 -2.9326 -0.0753
H -1.9492 0.5440 0.4681
H -4.0690 -2.0421 2.6652
H 2.2658 -2.6714 -1.6593
C -4.4270 -1.9724 -6.5253
H -5.4169 2.9497 -6.9249
H -7.5720 1.2153 0.2449
C -4.2589 -6.3699 0.6889
C 4.0969 3.6356 2.6104
H -3.1183 2.6372 0.2645
H 4.2657 4.1575 5.3120
H -3.3957 -4.2533 2.3152
H -4.0811 3.8301 1.3509
C -6.4248 -0.4478 0.5719
H -4.2567 -4.9250 -1.4388
H 3.4718 -0.7038 1.1899
H -4.3960 -6.6300 1.7448
N -4.8387 -4.4787 -0.7351
H -7.2535 -1.1164 0.7949
H -4.8659 1.3948 -1.2037
H 7.2858 4.3332 5.3226
C -5.6616 1.7566 -0.5436
C 3.7432 -2.4256 -0.1037
H 0.0919 1.5946 1.7909
H 5.2481 3.6387 7.5697
H -4.1029 0.7969 -4.4669
H -2.9632 -1.3207 -3.6681
C -4.4306 -4.8518 0.6338
H -4.4701 -1.5003 -3.6089
H -1.0303 -1.1210 -3.3598
H 6.2887 5.2904 6.3144
H 1.9997 -1.2785 -0.6043
N 5.3673 3.0131 6.7790
C -3.3294 -1.7830 1.8975
H 5.0553 -3.9336 0.1677
H -0.8615 -0.7973 0.4378
C 5.2302 3.6534 5.4838
O -3.4762 -2.7410 0.8662
C 2.3148 -2.3245 -0.6246
N 6.8336 3.3380 0.5301
H 3.1400 -2.3272 1.9038
H -2.2245 -4.4671 0.9755
H -0.4664 -2.0392 -1.8995
C 3.8688 0.9567 -1.4725
C 0.6724 1.0977 1.0025
C 3.8026 -1.7437 1.2572
H 4.1614 -0.0888 -1.5794
H -2.8540 1.3663 -1.6248
H -2.5299 -0.9716 -1.1859
H -5.0276 -6.9521 0.1825
*
```



Model Q:
DFT (ωB97M-V/def2-TZVPD) results for 7 unconnected molecules or ions with the total composition C28H77N7O7.

- HOMO: -9.1 eV
- Lowest unoccupied orbital energy: 0.6 eV

Structure (ORCA input):
```
! wB97M-V def2-TZVPD RIJCOSX def2/J DEFGRID3
* xyz 0 1
H 0.3061 1.2151 4.7478
H 0.4463 6.3764 -3.7276
O 4.3388 0.4049 1.8740
C 5.4474 2.1929 0.6317
H -3.2502 -3.4405 5.1914
O -3.7307 3.0100 -0.8574
H 5.6868 2.6629 2.7321
C 0.0928 2.0861 -0.2898
H 0.5799 -4.2857 1.3696
H -2.7043 -1.7296 -1.0580
C -2.9947 3.2559 -3.1144
C 3.6804 -0.8356 1.7698
N -3.6116 -5.3114 -4.6034
H 5.6756 3.8493 -0.5649
O -0.0332 0.8205 -0.8651
C 2.4068 -6.7462 2.6546
C -2.3802 -5.5684 -2.5328
H 6.4512 2.5424 -1.0901
H 2.7104 -0.6248 1.3123
H -2.8013 3.7957 -4.9884
C 2.2965 -3.0586 4.9515
H -1.6314 -3.2448 5.7571
H -1.4926 -5.9439 -2.0103
N 5.5875 2.8463 -0.6630
H -1.4188 1.8916 -2.7924
N 3.3800 7.6239 -2.4059
H 1.4315 4.8889 -1.8801
H -0.6528 2.4388 4.7813
C -0.4340 -1.5240 -0.7488
H 3.3569 -6.2227 2.7847
C 1.2393 -5.7465 2.6327
H 1.8485 6.1733 -0.7209
H 3.3844 1.7195 0.5314
H 0.3454 -6.3774 2.6569
N -2.3481 4.1268 -4.1434
H -0.8089 2.4255 0.2302
N -0.5592 1.5372 4.3173
H 4.4208 0.4639 -0.1545
H -1.7621 -0.6271 -2.1382
H 2.3396 -7.4529 3.4847
H -0.6639 -0.8605 5.4159
O 1.6349 7.8001 -4.5982
H 3.1590 -2.4009 4.8370
H 3.5401 -1.3120 2.7400
C -1.7557 -1.5607 -1.5679
C -3.4713 -6.5731 -0.6614
O -3.5184 -5.5665 -1.6526
H 4.2813 -1.5733 1.2254
C -2.8923 1.2807 3.8235
H -1.3952 3.7706 -4.1985
H -3.0380 3.8604 0.8599
H 2.8093 8.3288 -1.9546
H 3.0891 5.8384 -3.4280
H -2.2416 1.5915 -4.2713
H -1.2358 0.0354 0.5736
H 0.3380 2.7943 -1.0804
H -3.5521 4.7798 -1.7553
H 0.7885 7.8152 -2.7444
H 6.3587 1.6162 0.8313
H 2.1199 -4.3774 1.6898
C -2.3643 -2.8224 5.0589
C 0.5067 8.2747 -5.3288
H -3.8850 1.0817 4.2245
H -4.4563 2.7233 0.9470
H -2.1048 -4.5104 -2.5714
H 0.2528 -4.3980 3.9665
H -0.7828 -5.7465 -4.7646
H 0.8666 8.7650 -6.2312
C 1.2304 7.0825 -3.4337
H 3.7966 8.0312 -3.2325
H -0.1181 7.4381 -5.6451
H 0.9192 2.1754 0.4258
N 1.3385 -4.9675 1.3913
C 5.3367 3.1449 1.8174
C -1.4155 -0.7082 4.6290
H -1.1441 -7.4943 -4.4550
H 0.3734 -1.6238 -1.4723
H -1.4852 -2.7008 0.5763
H -4.2898 -6.3881 0.0409
H -2.5555 -6.4752 -0.0759
H -4.1370 -5.7509 -5.3626
C 1.2437 -4.8680 3.8896
C -1.7597 0.7664 4.6970
H 2.4163 -7.3109 1.7243
H -1.7434 -2.3902 -2.2800
C -0.3383 -0.2483 0.0056
H 2.3650 -3.5645 5.9175
H -2.7409 0.9976 2.7772
H -3.2699 -7.1676 -3.5332
C -2.7800 -6.2340 -3.8313
H 1.4351 -2.3782 4.9956
O -2.5906 -1.4342 4.9952
H -4.0388 3.2009 -3.4381
C -3.9920 3.5593 0.4224
H 4.3048 3.4047 2.0657
C -1.5478 -6.5179 -4.7404
H -1.9388 4.1226 -1.4617
H -0.5663 -3.5401 -0.4058
O 2.2176 -3.8544 3.8001
H -4.7256 4.3679 0.5070
C 2.1959 5.6173 -1.5930
C 2.4960 6.5132 -2.8112
C -2.4269 1.8309 -3.2211
H 1.2917 -5.5342 4.7586
H -0.0205 9.0117 -4.7208
C -2.9695 3.8547 -1.7180
H -2.9460 0.9838 -2.7820
H -1.9733 0.9820 5.7489
H -0.9899 -1.1563 3.7249
H -2.9150 2.3637 3.6494
C 4.3127 1.1529 0.6917
H 3.0529 5.0134 -1.2969
H 0.4735 -0.2984 0.7479
H -3.7095 -7.5760 -1.0259
H -1.9616 -3.0472 4.0592
H 5.9719 4.0151 1.6478
H -4.4610 -5.2833 -4.0104
H -1.8856 -6.6817 -5.7649
N -0.5617 -2.6979 0.1597
*
```



Sorted by energy, starting with the most stable: model P, model Q.